(1)
{"formula": "C8H16N2", "method": "wB97M-V/def2-TZVPD", "charge": 0, "energy_ev": -11531.5086, "smiles": "CN1[C@@H]2CC[C@H]1C[C@@H](N)C2", "de_lowest_kcal_mol": 103.2, "e_homo_ev": -8.66, "elements": ["C", "C", "C", "C", "C", "C", "C", "C", "H", "H", "H", "H", "H", "H", "H", "H", "H", "H", "H", "H", "H", "H", "H", "H", "N", "N"], "positions_angstrom": [[-1.821348, -1.060949, -1.259108], [-0.302533, -0.710673, 0.715120], [-1.596780, -0.179672, 1.368503], [-1.594086, 1.181289, 0.490010], [-0.570399, 0.864990, -0.658484], [0.999148, 1.111995, -0.420826], [1.768734, -0.282107, -0.334995], [1.183951, -1.245185, 0.761049], [-1.846752, -1.084100, -2.349907], [-2.076918, -2.082903, -1.000237], [-2.636824, -0.474942, -0.875360], [0.238447, 0.182632, 1.036237], [-2.554266, -0.756709, 1.335876], [-1.385059, 0.136981, 2.399410], [-2.626640, 1.402514, 0.092336], [-1.338976, 2.059162, 1.101905], [-0.937403, 1.275071, -1.680081], [1.415608, 1.678379, -1.315307], [1.360817, 1.702432, 0.425866], [1.772265, -0.751672, -1.334874], [3.317610, 0.503133, 0.777053], [3.645367, 0.545017, -0.766859], [1.299013, -2.290736, 0.505495], [1.619601, -1.027444, 1.781245], [-0.568294, -0.601805, -0.745534], [3.235728, -0.094700, -0.048544]], "forces_ev_per_a": [[-0.63, -0.96, -0.02], [0.91, -0.47, 0.20], [0.02, 0.71, 0.60], [-1.28, -0.37, 0.09], [0.25, 0.77, -2.22], [0.46, 0.07, -1.87], [1.72, 0.26, -0.34], [-0.86, -0.44, 0.72], [0.24, 0.49, -0.01], [0.39, -0.36, 0.40], [-0.76, 0.35, -0.17], [-1.12, 0.50, -0.21], [0.91, 0.35, -0.12], [-0.31, -0.42, -0.12], [1.08, -0.25, 0.22], [0.19, -0.36, -0.15], [0.72, -0.18, 1.62], [-0.40, -0.77, 0.86], [-0.71, 0.17, 0.27], [-0.34, 0.11, 0.71], [-0.02, -0.38, 0.18], [-0.49, -0.94, 0.40], [0.38, -0.21, -0.07], [-0.23, -0.32, -1.09], [0.22, 1.31, 0.55], [-0.33, 1.33, -0.42]]}

(2)
{"formula": "C8H16N2", "method": "wB97M-V/def2-TZVPD", "charge": 0, "energy_ev": -11535.8914, "smiles": "Cc1cnc[nH]1.CCCC", "de_lowest_kcal_mol": 2.2, "e_homo_ev": -8.54, "elements": ["C", "C", "C", "C", "H", "H", "H", "H", "H", "H", "H", "H", "H", "H", "N", "C", "C", "C", "N", "C", "H", "H", "H", "H", "H", "H"], "positions_angstrom": [[-0.845180, 0.162380, 1.494369], [0.407390, 3.421299, -0.255690], [-0.536850, 1.145680, 0.365730], [0.099070, 2.437999, 0.872950], [-1.302900, -0.759870, 1.098700], [-1.543489, 0.620660, 2.214749], [0.083180, -0.105790, 2.026219], [-0.520960, 3.689469, -0.787540], [1.105700, 2.963019, -0.976070], [0.865120, 4.343548, 0.139980], [0.151270, 0.670440, -0.359580], [-1.472029, 1.395380, -0.171440], [-0.589060, 2.913239, 1.598259], [1.034240, 2.188289, 1.410119], [4.351538, 0.780560, 0.104270], [4.828508, 1.733589, 0.887160], [3.978699, -0.228760, 0.961580], [4.228809, 0.108340, 2.276579], [4.773168, 1.370120, 2.202429], [4.013269, -0.617200, 3.561999], [5.222688, 2.696179, 0.561350], [3.544579, -1.158069, 0.592790], [5.082598, 1.937079, 2.995739], [3.566819, -1.601119, 3.340219], [3.328009, -0.060990, 4.223548], [4.965898, -0.775220, 4.095058]], "forces_ev_per_a": [[-0.03, -0.05, -0.02], [0.04, 0.04, -0.01], [-0.01, -0.05, -0.19], [0.05, 0.04, 0.18], [0.17, 0.31, 0.24], [0.24, -0.24, -0.17], [-0.35, 0.04, -0.11], [0.36, -0.03, 0.11], [-0.24, 0.23, 0.20], [-0.17, -0.31, -0.23], [-0.32, 0.20, 0.20], [0.38, -0.13, 0.11], [0.31, -0.18, -0.18], [-0.36, 0.11, -0.12], [0.29, 0.60, 0.67], [-0.21, -0.38, -0.38], [-0.05, -0.13, 0.45], [-0.10, -0.08, -0.69], [0.22, 0.46, 0.39], [-0.06, -0.14, 0.02], [-0.16, -0.40, 0.12], [0.17, 0.35, 0.14], [-0.24, -0.44, -0.63], [0.20, 0.42, 0.20], [0.23, -0.25, -0.17], [-0.36, 0.00, -0.13]]}

(3)
{"formula": "C8H16N2O5", "method": "wB97M-V/def2-TZVPD", "charge": 0, "energy_ev": -21769.9458, "smiles": "C[C@@H](O)[C@H](N)C(=O)N[C@H](C(=O)O)[C@@H](C)O", "de_lowest_kcal_mol": 103.3, "e_homo_ev": -9.41, "elements": ["C", "C", "C", "C", "C", "C", "C", "C", "H", "H", "H", "H", "H", "H", "H", "H", "H", "H", "H", "H", "H", "H", "H", "H", "N", "N", "O", "O", "O", "O", "O"], "positions_angstrom": [[-1.421079, -2.034950, 0.553075], [-0.379823, -1.319015, -0.422029], [-2.739040, -1.012415, 0.541254], [-2.455550, 0.268055, 1.282321], [1.601646, 0.267647, -0.535026], [3.057305, 0.080846, -0.070673], [1.146199, 1.728132, -0.718687], [1.979869, 2.336175, -1.953086], [-0.770451, -3.492774, 2.086704], [-1.570824, -1.816992, 2.604505], [-1.483128, -2.968975, 0.048180], [-3.676581, -1.547814, 1.009436], [-2.458977, -0.396925, -1.315998], [-1.598637, 1.114893, 0.958565], [-3.489311, 0.780535, 1.187674], [-2.301250, -0.048306, 2.329605], [0.800510, -0.626423, 1.159440], [1.906168, -0.249231, -1.524515], [1.447997, 2.283501, 0.123981], [-0.773549, 1.185837, -1.560102], [1.435112, 1.823452, -2.933590], [3.106221, 1.991479, -2.099514], [1.939992, 3.512257, -1.781680], [4.007046, 0.492661, 1.494609], [-0.895620, -2.388053, 1.926352], [0.615342, -0.604423, 0.178642], [-0.662053, -1.005496, -1.617442], [-3.221808, -0.616925, -0.698762], [4.032840, 0.324255, -0.752305], [-0.308130, 1.793197, -0.875820], [3.129566, 0.145796, 1.374886]], "forces_ev_per_a": [[1.04, 0.63, -0.46], [-0.78, 3.54, -0.07], [0.16, -1.33, 0.04], [-0.17, 2.32, 0.98], [0.48, -3.61, -2.15], [0.38, 3.43, 2.67], [0.30, -1.32, -3.07], [-0.63, -0.34, -1.11], [-1.05, 3.71, -0.27], [2.16, -2.56, -1.34], [-1.31, -0.73, -0.69], [2.11, 0.73, -0.41], [-1.05, -0.66, 1.04], [-2.20, -2.92, 0.41], [1.83, -0.41, 0.57], [0.01, 0.87, -0.01], [-0.39, -0.69, 0.63], [-1.94, 1.00, 0.61], [-0.43, 0.75, 1.31], [2.21, 1.05, 1.45], [1.22, 2.07, 2.25], [-2.45, 0.71, 0.95], [-0.06, -2.52, -1.21], [0.97, 0.05, 0.54], [-1.74, 0.42, 0.53], [1.61, 0.25, -0.57], [0.32, -1.76, 1.81], [0.94, -0.41, -2.16], [-1.49, -1.32, 1.08], [0.55, -0.25, -0.63], [-0.61, -0.73, -2.74]]}

(4)
{"formula": "C8H16N2Si", "method": "wB97M-V/def2-TZVPD", "charge": 0, "energy_ev": -19412.8906, "smiles": "Cc1nccn1C[Si](C)(C)C", "de_lowest_kcal_mol": 40.9, "e_homo_ev": -8.16, "elements": ["C", "C", "C", "C", "C", "C", "C", "C", "N", "N", "Si", "H", "H", "H", "H", "H", "H", "H", "H", "H", "H", "H", "H", "H", "H", "H", "H"], "positions_angstrom": [[-1.480191, 1.538795, -2.852295], [-0.732139, 1.884142, -1.762286], [-0.084206, -0.070700, -2.660339], [0.775924, -1.268358, -2.868484], [-1.003357, -1.506655, 0.375528], [1.454570, -0.124195, 2.401227], [-1.260786, 1.320198, 1.793006], [1.011877, 0.574624, -0.471887], [-1.093759, 0.320778, -3.371560], [0.170936, 0.879316, -1.623763], [0.009480, -0.013939, 1.131682], [-2.288323, 2.000775, -3.322452], [-0.745545, 2.922720, -1.353993], [1.714001, -0.926850, -3.195608], [1.051072, -1.747450, -1.962340], [0.438673, -1.824320, -3.694557], [-0.329791, -2.400895, 0.456640], [-1.833405, -1.729640, 0.953321], [-1.250257, -1.325287, -0.671061], [1.184076, -0.439261, 3.377951], [2.140612, -0.819976, 1.964780], [1.952745, 0.827498, 2.572319], [-0.835257, 2.295640, 1.419270], [-2.415280, 1.427217, 1.444233], [-1.339333, 1.258823, 2.831807], [1.706488, 1.358532, -0.128870], [1.676875, -0.162394, -0.813131]], "forces_ev_per_a": [[0.53, -1.19, 0.18], [-0.96, 1.43, -1.05], [0.18, 1.36, 1.85], [-0.15, 1.62, 0.36], [3.37, 0.05, 0.40], [-1.11, 0.20, -0.91], [-1.40, 0.82, -3.43], [-1.01, 0.96, 1.40], [-0.01, 0.16, -0.23], [0.92, -1.26, -0.40], [-0.97, 0.66, -1.20], [-0.97, 1.06, -0.38], [0.36, -1.48, 0.32], [1.56, 0.80, -0.64], [-0.50, -1.16, 0.69], [-0.87, -1.21, -0.47], [-0.56, 0.52, -0.38], [-1.84, -0.32, 0.98], [-0.02, 0.12, 0.15], [-0.41, -0.65, 0.85], [0.73, -0.47, -0.04], [-0.03, 0.24, -0.48], [-0.26, -0.66, 0.92], [2.78, -0.90, 0.32], [0.28, 0.24, 1.83], [-0.48, 0.42, -0.56], [0.87, -1.35, -0.09]]}

(5)
{"formula": "C8H16N3P", "method": "wB97M-V/def2-TZVPD", "charge": 0, "energy_ev": -22311.0254, "smiles": "[H]/N=C/P(C#N)N(C(C)C)C(C)C", "de_lowest_kcal_mol": 55.5, "e_homo_ev": -9.41, "elements": ["C", "C", "C", "C", "C", "C", "C", "C", "N", "N", "N", "P", "H", "H", "H", "H", "H", "H", "H", "H", "H", "H", "H", "H", "H", "H", "H", "H"], "positions_angstrom": [[-2.774263, -1.478562, 1.352382], [-0.971190, 0.077825, 3.010501], [-0.233439, 2.505217, -0.414327], [-1.529586, 0.810639, -1.796449], [1.973765, -0.978550, 0.540351], [0.188720, -2.026185, -0.763914], [-0.386199, 1.030262, -0.762527], [0.444567, -1.142618, 0.486769], [-3.302660, -2.488065, 1.318283], [0.273877, -0.003173, 3.145124], [-0.396880, 0.084044, 0.406014], [-1.701334, 0.377577, 1.376985], [-1.837719, -0.195388, 3.732911], [-0.665637, 3.249720, -1.167410], [-0.751739, 2.708170, 0.451672], [0.898753, 2.697653, -0.312063], [-1.739513, -0.339906, -2.001345], [-1.258249, 1.394655, -2.609108], [-2.378112, 1.192660, -1.440917], [2.088803, -0.058295, 1.103948], [2.387352, -1.797195, 1.005356], [2.500429, -0.857893, -0.441823], [0.874862, -2.722763, -0.933988], [0.359042, -1.403341, -1.664948], [-0.900516, -2.478182, -0.642358], [0.561093, 0.610940, -1.097512], [0.087945, -1.542047, 1.533023], [0.707865, -0.030449, 4.054428]], "forces_ev_per_a": [[2.16, 3.54, 0.35], [-1.83, -1.84, 1.20], [2.40, 0.50, -2.23], [3.07, -4.42, 0.80], [-1.25, 3.14, -1.22], [-5.17, 2.55, 1.28], [0.57, -2.05, -0.75], [-0.33, -1.13, 0.20], [-0.80, -1.42, -0.10], [0.28, 1.21, -0.37], [-1.29, 1.28, 0.42], [-0.58, -2.11, -0.51], [1.61, 0.80, -0.21], [0.71, -1.34, 0.61], [-0.85, 0.61, 2.23], [-1.87, 0.13, 0.16], [0.70, 2.52, 0.08], [0.40, 0.58, -2.09], [-3.60, 1.56, 1.64], [0.79, -0.03, 0.35], [0.96, -1.78, 1.28], [-0.79, -0.06, 0.56], [2.81, -3.47, 0.13], [-0.86, -0.01, 0.40], [2.22, 0.85, -0.93], [0.12, 0.86, -1.42], [0.90, -0.01, -2.51], [-0.49, -0.47, 0.64]]}

(6)
{"formula": "C8H16N4OS", "method": "wB97M-V/def2-TZVPD", "charge": 0, "energy_ev": -27392.2058, "de_lowest_kcal_mol": 48.2, "e_homo_ev": [-7.98, -6.49], "elements": ["C", "C", "C", "C", "C", "C", "C", "C", "N", "N", "N", "N", "O", "S", "H", "H", "H", "H", "H", "H", "H", "H", "H", "H", "H", "H", "H", "H", "H", "H"], "positions_angstrom": [[-0.201578, 1.789045, -0.005591], [0.393564, 0.525322, 0.106045], [-0.380408, -0.783706, 0.475399], [2.190178, -0.888679, -0.767499], [2.492325, 0.089495, 1.528939], [2.689621, 1.561553, -0.630688], [-4.440442, -0.360910, -0.776763], [1.946570, 0.384837, -0.022931], [-1.510441, 1.880667, 0.254169], [-0.606138, -1.606243, -0.469474], [-2.309728, 0.920170, -0.128472], [-1.070021, -2.748727, -0.063083], [-0.633266, -0.926001, 1.712649], [-3.660160, 0.435271, 0.644314], [0.255729, 2.735301, -0.246067], [3.181864, -0.872433, -1.222253], [2.050691, -1.803443, -0.194383], [1.543294, -0.892901, -1.540196], [2.690937, 0.959304, 2.014814], [3.391931, -0.489427, 1.184097], [1.690414, -0.508599, 2.002663], [2.667993, 2.594378, -0.174886], [2.449030, 1.899465, -1.570363], [3.738481, 1.200007, -0.533880], [-3.667272, -1.008191, -1.207552], [-4.913118, 0.235226, -1.547159], [-5.125951, -0.942551, -0.274352], [-1.853980, 2.604158, 0.941883], [-1.056105, -2.903832, 0.942611], [-1.944025, -3.078565, -0.432002]], "forces_ev_per_a": [[2.63, -3.62, 0.36], [0.48, 2.29, -0.82], [2.05, 5.47, 5.40], [2.41, -0.02, 0.82], [-0.90, -2.66, -4.61], [1.64, 0.38, 2.78], [2.02, 0.46, -0.25], [-2.06, 0.27, 3.01], [-3.68, 2.14, 2.02], [-1.79, -1.89, -3.59], [0.74, -1.14, -1.76], [-0.48, -1.47, 1.19], [0.13, -0.46, -2.05], [-0.67, 0.76, 0.33], [0.64, -0.15, 0.20], [0.27, -0.27, 0.26], [0.07, 0.11, 0.19], [-2.16, -0.42, -2.83], [0.68, 2.41, 1.52], [-0.50, 0.40, 1.50], [0.90, 0.17, 0.00], [-0.21, -1.33, 0.83], [-0.59, -0.43, -2.89], [-0.35, 0.75, -0.62], [-0.24, 0.17, -0.09], [0.11, 0.48, 0.17], [-1.89, -1.55, 0.70], [0.47, -0.96, -0.97], [0.18, 0.28, 0.26], [0.11, -0.17, -1.03]]}

(7)
{"formula": "C8H16NS2", "method": "wB97M-V/def2-TZVPD", "charge": 1, "energy_ev": -31706.1965, "smiles": "C=CC[N+](CC)(CC)C(=S)S", "de_lowest_kcal_mol": 21.2, "e_homo_ev": -13.25, "elements": ["C", "C", "C", "C", "C", "C", "C", "C", "N", "S", "S", "H", "H", "H", "H", "H", "H", "H", "H", "H", "H", "H", "H", "H", "H", "H", "H"], "positions_angstrom": [[-2.834674, 1.366124, 0.291660], [-1.996145, 0.448155, 0.733508], [1.992586, 0.216731, 0.312688], [-0.202419, 1.410058, -2.159731], [0.857238, -1.938269, 1.675336], [-0.471391, 0.780530, 0.948461], [-0.088901, 0.067885, -1.457372], [0.217574, -1.556877, 0.296833], [0.315086, -0.105590, -0.066420], [2.308532, 0.868415, 1.742218], [3.029333, -0.386150, -0.913409], [-3.831079, 1.093737, -0.001116], [-2.658671, 2.370159, 0.029652], [-2.090653, -0.575280, 0.961195], [-0.741991, 1.233716, -3.054261], [-0.758467, 2.037247, -1.518651], [0.799675, 1.758076, -2.343533], [0.514043, -2.888137, 1.855392], [1.954158, -2.057885, 1.612308], [0.606330, -1.248941, 2.544365], [-0.211503, 0.557846, 1.946507], [-0.383634, 1.952572, 0.822965], [0.556705, -0.496330, -2.227915], [-0.978435, -0.520337, -1.640216], [-0.817113, -1.761116, 0.249494], [0.746238, -2.003683, -0.506199], [4.167568, -0.622648, -0.133761]], "forces_ev_per_a": [[-1.02, -1.71, -0.39], [3.10, 1.75, 0.03], [-1.09, 0.51, 0.75], [0.73, -0.80, 1.89], [0.51, 2.38, -0.57], [-2.73, 2.00, -2.15], [0.61, -1.54, -3.57], [1.22, 0.95, 1.61], [2.46, 2.12, 2.29], [0.20, -0.17, -1.10], [0.63, -0.50, 0.10], [-0.53, -0.30, 0.37], [0.97, 1.09, 0.08], [-1.53, -0.92, 0.06], [-0.36, -0.01, -0.94], [-0.52, 1.32, 0.32], [0.16, 0.64, -0.23], [-1.06, -2.30, 0.78], [-0.53, 0.36, -0.05], [0.18, -0.99, -1.24], [0.61, -0.48, 0.71], [0.55, -2.57, -0.24], [0.00, 0.26, 1.93], [-0.71, 0.12, 0.68], [-0.98, -0.68, -0.03], [0.30, -1.00, -0.60], [-1.17, 0.50, -0.50]]}

(8)
{"formula": "C8H16O2", "method": "wB97M-V/def2-TZVPD", "charge": 0, "energy_ev": -12649.5914, "smiles": "C=C(C)C[C@H](O)C(C)(C)O", "de_lowest_kcal_mol": 41.3, "e_homo_ev": -9.36, "elements": ["C", "C", "C", "C", "C", "C", "C", "C", "O", "O", "H", "H", "H", "H", "H", "H", "H", "H", "H", "H", "H", "H", "H", "H", "H", "H"], "positions_angstrom": [[1.322972, -0.705813, 0.971021], [-0.833918, 0.634768, 0.771433], [0.583305, 0.531175, 1.377145], [2.741256, -0.493154, 0.529027], [0.071671, 0.871123, -1.693566], [0.779022, -1.943720, 0.947660], [-2.392138, 0.918340, -1.217095], [-1.046982, 0.300752, -0.824617], [-1.736775, -0.186974, 1.461776], [-1.158945, -1.083856, -0.951170], [-1.953956, -0.920418, 0.856229], [-1.156382, 1.677239, 0.895374], [0.455275, 0.536486, 2.468762], [1.141987, 1.411702, 1.097181], [-0.130833, -2.152958, 1.496713], [2.810075, 0.242166, -0.287061], [3.202594, -1.414869, 0.192574], [3.315943, -0.092568, 1.373029], [-0.213453, 0.780106, -2.743094], [0.997647, 0.322932, -1.551604], [0.240148, 1.920332, -1.475172], [1.411880, -2.807812, 0.786917], [-0.287951, -1.538826, -0.524103], [-2.295616, 1.998309, -1.354886], [-2.726054, 0.466303, -2.152386], [-3.140772, 0.729235, -0.450088]], "forces_ev_per_a": [[0.10, -0.94, -0.52], [-0.22, 0.23, -1.41], [-0.88, -0.44, -0.17], [0.03, 0.23, -0.08], [-0.30, -0.28, 0.03], [0.88, 0.44, 1.50], [0.23, -0.20, -0.05], [0.58, 1.31, 1.70], [-0.24, -0.37, 0.21], [1.96, -2.06, 0.74], [0.06, 0.22, 0.16], [0.01, -0.08, 0.06], [0.03, 0.11, -0.18], [0.28, 0.29, -0.07], [-0.25, 0.13, -0.35], [-0.05, -0.11, 0.26], [0.09, -0.14, 0.01], [0.00, -0.02, -0.13], [0.04, 0.00, -0.01], [0.14, -0.06, 0.03], [0.04, 0.22, 0.06], [0.04, 0.04, -0.42], [-2.53, 1.56, -1.38], [0.01, -0.10, 0.02], [-0.01, 0.06, -0.02], [-0.04, -0.03, 0.00]]}